(1)
C38H31N2O4PY as an isolated structure at a distorted geometry, computed with ωB97M-V with the def2-TZVPD basis set.

Structure (XYZ):
```
77
Properties=species:S:1:pos:R:3:forces:R:3
Y -0.891 -0.436 1.030 -0.152 2.286 -1.469
O -1.453 -0.106 3.880 -0.463 -0.015 -0.259
C -0.475 -0.369 3.189 1.932 0.009 1.969
C 0.883 -0.462 3.821 0.259 -0.066 0.821
C 0.992 -0.522 5.211 0.086 0.114 -0.214
C 2.232 -0.563 5.821 -0.042 -0.001 0.021
C 3.380 -0.554 5.041 0.004 -0.050 -0.022
C 3.292 -0.521 3.659 -0.007 -0.008 -0.044
C 2.049 -0.476 3.033 -0.421 -0.157 0.237
P 1.889 -0.376 1.207 1.237 0.661 0.683
C 3.588 -0.794 0.696 -0.362 -0.271 -0.400
C 3.951 -2.135 0.812 -0.074 0.110 -0.037
C 5.256 -2.520 0.570 0.034 -0.046 -0.005
C 6.196 -1.572 0.190 -0.004 0.016 0.036
C 5.823 -0.248 0.018 0.116 -0.015 -0.022
C 4.518 0.147 0.264 -0.207 -0.055 0.108
C 1.822 1.449 0.972 -0.309 -0.336 -0.177
C 2.296 2.365 1.906 -0.118 -0.010 0.051
C 2.089 3.721 1.709 0.108 -0.054 0.098
C 1.422 4.171 0.581 -0.054 -0.045 -0.156
C 1.001 3.269 -0.385 0.008 0.201 -0.051
C 1.195 1.913 -0.187 0.110 -0.130 0.020
H 0.078 -0.522 5.789 -0.054 0.007 0.048
H 2.311 -0.602 6.897 0.005 -0.017 0.064
H 4.351 -0.588 5.510 0.100 -0.001 0.044
H 4.198 -0.540 3.069 0.046 0.026 0.011
H 3.205 -2.861 1.112 0.052 -0.099 0.043
H 5.544 -3.555 0.683 0.016 -0.053 0.008
H 7.223 -1.865 0.035 0.071 -0.036 -0.081
H 6.553 0.483 -0.299 0.019 0.020 -0.009
H 4.231 1.180 0.137 0.016 0.072 0.017
H 2.816 2.015 2.786 -0.027 -0.005 0.105
H 2.459 4.426 2.437 -0.001 0.081 0.088
H 1.236 5.225 0.452 0.043 0.137 -0.063
H 0.529 3.630 -1.286 -0.087 -0.001 -0.067
H 0.901 1.201 -0.955 -0.044 0.032 0.017
O -1.063 -0.418 -1.343 0.099 -0.330 -0.407
C -1.748 -1.626 -1.817 -0.464 -0.719 0.244
C -2.235 -2.477 -0.580 -0.920 -0.584 -1.707
O -2.981 -3.401 -0.785 0.140 0.338 0.039
O -1.732 -2.140 0.551 -0.634 -1.700 0.389
C -0.780 -2.569 -2.504 0.221 0.164 -0.170
C -1.275 -3.507 -3.401 0.048 0.088 0.020
C -0.422 -4.422 -3.989 -0.043 -0.004 0.017
C 0.928 -4.414 -3.678 0.077 -0.039 0.040
C 1.423 -3.491 -2.773 0.093 -0.062 0.005
C 0.572 -2.575 -2.178 -0.087 0.223 0.113
C -2.876 -1.128 -2.701 0.149 0.009 0.034
C -4.187 -1.010 -2.262 0.116 -0.045 0.000
C -5.123 -0.362 -3.054 -0.026 0.009 0.075
C -4.757 0.173 -4.277 -0.063 -0.037 -0.077
C -3.461 0.018 -4.738 0.038 0.096 -0.040
C -2.524 -0.623 -3.951 -0.001 -0.072 0.138
H -0.920 0.106 -2.150 0.029 0.039 0.379
H -2.330 -3.517 -3.625 -0.123 -0.048 -0.060
H -0.815 -5.144 -4.687 -0.040 -0.104 -0.080
H 1.589 -5.140 -4.126 0.073 -0.031 -0.075
H 2.474 -3.488 -2.523 0.080 0.001 0.030
H 0.968 -1.867 -1.452 -0.031 -0.066 -0.144
H -4.485 -1.445 -1.320 -0.044 -0.063 0.087
H -6.143 -0.281 -2.715 -0.119 0.019 0.048
H -5.485 0.694 -4.878 -0.105 0.011 -0.098
H -3.178 0.391 -5.710 0.014 0.080 -0.098
H -1.511 -0.752 -4.307 0.087 -0.016 -0.103
N -4.593 4.879 0.743 -0.194 0.196 0.003
C -3.841 3.776 0.847 0.407 -0.486 0.031
C -2.544 3.810 1.391 -0.005 -0.116 -0.015
C -1.792 2.664 1.423 0.041 0.028 -0.002
N -2.206 1.472 0.952 -0.582 0.671 0.086
C -3.470 1.426 0.484 -0.019 0.154 -0.057
C -4.296 2.519 0.409 0.030 -0.115 0.025
H -4.264 5.761 1.093 -0.072 -0.020 -0.001
H -5.542 4.819 0.419 0.013 0.079 0.008
H -2.142 4.727 1.792 0.083 0.095 0.034
H -0.792 2.691 1.843 0.015 0.022 0.015
H -3.827 0.455 0.154 0.003 0.091 -0.059
H -5.295 2.408 0.018 -0.122 -0.052 -0.075
```
Forces are in eV/Å.

The calculation puts the total energy at -2256.71971 a.u. For the energy above the lowest of the compared OMol25 structures with the same formula, charge and spin, the calculation gives 2.6 kcal per mole. The charge is +1. For the frontier orbital gap, the calculation gives 7.6 eV.

=====

(2)
C38H32AsF6N3O4PPtS5 as an isolated structure, computed with ωB97M-V with the def2-TZVPD basis set.

Structure (XYZ):
```
91
Properties=species:S:1:pos:R:3:forces:R:3
Pt 1.310 0.885 0.067 -0.045 0.435 0.208
F -3.927 1.629 1.604 -0.021 0.001 -0.017
C -3.267 1.694 0.450 -0.026 -0.018 0.086
F -4.094 1.426 -0.549 -0.005 -0.009 -0.027
F -2.772 2.915 0.300 0.030 0.022 0.013
S -1.906 0.451 0.503 0.090 0.227 -0.485
O -1.070 0.889 1.600 -0.010 0.048 0.003
O -2.497 -0.844 0.551 -0.035 0.047 0.096
N -1.148 0.843 -0.882 0.308 -0.927 0.182
S -0.763 -0.282 -1.971 -0.550 0.029 0.442
O 0.258 0.271 -2.818 -0.016 -0.071 -0.126
O -0.554 -1.597 -1.435 0.056 0.093 -0.057
C -2.270 -0.409 -3.026 0.100 -0.047 -0.142
F -2.026 -1.285 -3.998 -0.006 0.015 -0.008
F -2.550 0.772 -3.566 0.010 0.076 -0.016
F -3.301 -0.822 -2.310 -0.029 -0.007 0.036
S 3.203 -0.045 -0.824 0.295 0.141 -0.283
C 2.908 -1.743 -0.734 -0.202 -0.124 0.186
C 3.569 -2.600 -1.600 0.012 -0.129 -0.048
C 3.279 -3.969 -1.586 0.075 0.112 -0.042
C 2.367 -4.478 -0.688 -0.103 0.046 0.147
C 1.730 -3.633 0.230 0.068 -0.214 -0.120
C 1.979 -2.270 0.206 0.144 0.292 -0.039
S 1.127 -1.230 1.283 -0.322 -0.174 -0.158
H 4.299 -2.206 -2.294 0.006 0.011 -0.002
H 3.787 -4.625 -2.280 -0.006 -0.012 -0.006
H 2.146 -5.536 -0.673 0.010 -0.009 -0.006
H 1.030 -4.038 0.948 -0.015 0.033 0.016
C 1.587 1.422 3.500 -0.136 0.001 -0.018
C 2.242 2.030 4.732 0.102 0.020 -0.006
As 1.352 1.275 6.333 0.074 0.037 0.128
C 2.110 2.508 7.644 0.018 0.049 -0.045
C 3.474 2.788 7.634 0.035 -0.037 -0.001
C 4.030 3.633 8.584 0.005 0.008 0.010
C 3.229 4.202 9.563 -0.010 -0.011 0.004
C 1.872 3.912 9.593 0.019 0.012 0.007
C 1.316 3.071 8.640 -0.042 -0.035 0.025
C -0.363 2.154 6.045 -0.131 -0.047 0.010
C -0.501 3.536 5.923 0.100 0.037 0.043
C -1.748 4.103 5.722 -0.045 -0.025 -0.020
C -2.874 3.293 5.624 -0.010 0.042 -0.007
C -2.748 1.918 5.733 0.014 -0.031 -0.008
C -1.496 1.352 5.949 -0.016 0.008 -0.061
P 1.981 2.252 1.925 0.293 0.051 0.203
C 1.115 3.830 1.917 -0.029 0.023 0.079
C -0.177 3.869 2.449 0.012 0.036 0.016
C -0.921 5.037 2.387 0.021 -0.027 0.013
C -0.388 6.174 1.801 0.013 0.041 -0.003
C 0.888 6.140 1.255 -0.025 -0.011 0.009
C 1.631 4.973 1.299 0.011 -0.049 -0.156
C 3.774 2.494 2.041 0.015 -0.007 -0.007
C 4.398 3.713 2.285 0.020 0.103 0.125
C 5.777 3.777 2.439 -0.012 -0.028 0.009
C 6.545 2.626 2.370 -0.027 0.009 -0.009
C 5.927 1.399 2.168 0.041 0.019 0.015
C 4.554 1.336 2.005 -0.009 -0.076 -0.029
H 0.498 1.420 3.592 -0.015 -0.080 -0.084
H 1.887 0.378 3.376 0.010 -0.019 0.056
H 2.179 3.121 4.745 -0.109 -0.009 0.010
H 3.299 1.763 4.780 0.000 0.022 -0.064
H 4.124 2.341 6.891 -0.024 0.013 -0.025
H 5.091 3.844 8.560 0.004 0.001 0.003
H 3.660 4.861 10.304 0.004 0.001 0.003
H 1.241 4.343 10.359 -0.001 0.004 0.004
H 0.254 2.859 8.678 0.003 0.002 -0.029
H 0.369 4.178 6.008 0.003 -0.006 0.007
H -1.845 5.178 5.643 0.006 0.018 0.005
H -3.849 3.736 5.471 -0.003 0.003 -0.007
H -3.622 1.284 5.658 -0.004 -0.008 0.001
H -1.406 0.276 6.044 0.010 -0.001 0.012
H -0.623 2.994 2.899 -0.005 -0.014 0.012
H -1.921 5.050 2.797 -0.004 -0.007 0.014
H -0.970 7.085 1.760 -0.001 0.000 -0.014
H 1.302 7.017 0.776 -0.009 0.008 -0.001
H 2.593 4.950 0.806 -0.037 -0.023 0.031
H 3.822 4.621 2.398 0.016 -0.070 -0.010
H 6.244 4.734 2.629 0.014 0.002 -0.010
H 7.619 2.682 2.489 0.007 -0.008 0.010
H 6.513 0.489 2.146 0.007 -0.002 -0.006
H 4.087 0.365 1.879 -0.031 0.021 -0.042
S 1.140 3.071 -1.208 0.182 0.188 0.031
C 1.229 2.779 -2.879 -0.320 0.032 -0.243
N 2.274 2.111 -3.429 0.119 -0.023 0.010
C 2.323 1.748 -4.729 -0.048 0.086 0.083
C 1.313 2.134 -5.551 -0.014 0.027 0.070
C 0.312 2.933 -4.965 0.015 -0.050 -0.235
N 0.267 3.246 -3.695 0.084 -0.020 0.245
H 3.016 1.837 -2.802 0.045 -0.059 0.022
H 3.188 1.181 -5.039 -0.018 -0.020 -0.015
H 1.301 1.872 -6.597 -0.007 -0.002 -0.003
H -0.488 3.333 -5.580 0.004 -0.004 0.001
```
Forces are in eV/Å.

The calculation puts the total energy at -7218.78183 a.u. The spin multiplicity is 5. For the energy above the lowest of the compared OMol25 structures with the same formula, charge and spin, the calculation gives 0.0 kcal per mole. The charge is +1. For the frontier orbital gap (alpha / beta), the calculation gives 6.8 / 4.1 eV.

=====

(3)
C38H32BaCl3GeN3O2S6 as an isolated structure, computed with ωB97M-V with the def2-TZVPD basis set.

Structure (XYZ):
```
86
Properties=species:S:1:pos:R:3:forces:R:3
Ba -0.109 0.559 -0.496 0.037 -0.782 0.306
C -0.733 -2.602 -4.266 0.000 0.035 -0.045
C -0.780 -1.510 -3.383 0.011 -0.107 0.036
N -0.817 -1.653 -2.080 0.060 0.200 -0.062
C -0.837 -2.889 -1.531 0.163 -0.212 0.197
C -0.821 -4.053 -2.342 -0.217 0.060 -0.021
C -0.751 -3.861 -3.739 0.018 -0.013 -0.007
C -0.942 -5.336 -1.761 0.015 0.004 -0.071
C -1.120 -5.419 -0.407 -0.014 0.011 -0.001
C -1.092 -4.289 0.419 -0.020 0.037 -0.020
C -0.862 -2.999 -0.076 -0.056 -0.028 0.009
N -0.744 -1.858 0.641 0.071 0.224 -0.004
C -0.463 -1.856 1.986 0.044 -0.086 -0.163
C 0.214 -2.856 2.678 0.030 0.144 0.061
C 0.461 -2.783 4.058 0.011 0.054 -0.016
C 0.037 -1.720 4.803 -0.035 0.018 0.026
C -0.567 -0.627 4.143 0.038 0.018 -0.002
C -0.946 0.547 4.827 -0.022 0.025 -0.050
C -1.425 1.622 4.135 0.099 0.157 0.040
C -1.481 1.547 2.733 -0.091 -0.339 0.063
N -1.187 0.453 2.069 -0.101 0.089 -0.013
C -0.764 -0.653 2.740 0.002 -0.176 0.021
H -0.693 -2.430 -5.334 0.003 -0.020 -0.002
H -0.786 -0.492 -3.765 0.014 0.000 0.001
H -0.729 -4.734 -4.383 -0.002 0.006 -0.003
H -0.937 -6.215 -2.393 0.005 0.002 -0.003
H -1.279 -6.388 0.054 0.000 0.001 0.002
H -1.257 -4.423 1.477 0.051 -0.001 0.005
H 0.619 -3.693 2.129 -0.060 -0.031 0.004
H 1.018 -3.585 4.526 -0.011 -0.006 0.004
H 0.220 -1.662 5.869 -0.001 -0.001 -0.002
H -0.831 0.583 5.904 -0.002 0.003 -0.001
H -1.718 2.536 4.636 0.015 -0.005 0.018
H -1.800 2.404 2.147 0.005 0.003 -0.015
S -3.558 7.365 -2.726 -0.003 -0.019 -0.010
C -2.935 5.867 -2.492 0.013 0.042 0.019
S -1.334 5.414 -2.955 0.020 0.021 -0.026
C -1.339 3.751 -2.408 0.325 0.024 -0.080
C -2.544 3.331 -1.809 -0.220 -0.142 0.151
S -2.938 1.833 -1.158 -0.032 0.317 -0.184
S -3.788 4.569 -1.744 -0.055 -0.012 0.007
S 0.083 2.879 -2.661 -0.222 0.187 -0.127
Cl 2.946 0.467 3.821 0.015 0.013 -0.007
Ge 2.842 -0.539 1.769 -0.005 -0.028 0.034
Cl 4.718 0.586 0.833 0.027 0.007 -0.024
Cl 3.993 -2.454 2.318 0.010 0.059 -0.018
O 1.634 2.018 0.792 -0.141 0.204 -0.048
S 1.962 3.487 0.798 0.152 0.023 0.104
C 3.154 3.689 -0.556 -0.002 0.014 0.056
C 3.432 5.131 -0.869 -0.031 0.001 -0.032
C 2.381 5.979 -1.213 0.016 0.024 -0.035
C 2.622 7.311 -1.511 0.021 -0.021 0.003
C 3.919 7.808 -1.478 0.002 -0.021 0.004
C 4.971 6.964 -1.151 -0.023 0.009 -0.007
C 4.727 5.633 -0.845 0.005 -0.002 0.023
C 3.039 3.669 2.243 0.000 0.021 -0.004
C 3.368 5.102 2.543 0.021 -0.026 -0.038
C 4.683 5.549 2.490 0.004 -0.009 0.025
C 4.991 6.875 2.754 -0.026 0.008 0.004
C 3.981 7.774 3.068 0.005 -0.022 -0.007
C 2.665 7.336 3.127 0.009 -0.022 -0.009
C 2.362 6.008 2.871 -0.002 0.035 -0.019
H 2.632 3.208 -1.386 0.014 -0.025 0.004
H 4.037 3.100 -0.302 -0.006 0.007 -0.019
H 1.372 5.586 -1.263 -0.003 0.011 0.016
H 1.796 7.958 -1.778 0.002 0.003 0.003
H 4.108 8.848 -1.710 0.001 -0.001 0.001
H 5.985 7.344 -1.128 0.001 0.001 0.002
H 5.547 4.975 -0.582 -0.003 0.007 -0.001
H 3.916 3.040 2.082 -0.027 -0.014 -0.019
H 2.447 3.197 3.031 0.010 0.014 0.013
H 5.470 4.847 2.239 -0.003 0.005 0.006
H 6.020 7.208 2.706 0.001 0.001 0.004
H 4.218 8.811 3.266 0.002 -0.001 0.002
H 1.871 8.031 3.372 0.001 0.000 0.003
H 1.332 5.670 2.915 0.005 0.001 0.005
C 4.110 0.066 -2.825 0.072 0.038 0.034
C 3.226 -0.794 -1.975 -0.080 -0.071 0.109
C 3.760 -2.117 -1.512 -0.048 -0.003 -0.060
O 2.113 -0.423 -1.648 0.125 0.021 -0.198
H 5.011 0.297 -2.250 -0.016 0.010 0.006
H 3.596 0.985 -3.100 0.015 -0.003 0.002
H 4.418 -0.481 -3.718 -0.015 0.006 0.002
H 4.535 -2.501 -2.174 -0.023 0.001 -0.015
H 2.944 -2.830 -1.406 0.001 0.008 0.017
H 4.205 -1.969 -0.524 0.029 0.012 0.036
```
Forces are in eV/Å.

The calculation puts the total energy at -7654.50921 a.u. The spin multiplicity is 2. For the energy above the lowest of the compared OMol25 structures with the same formula, charge and spin, the calculation gives 4.6 kcal per mole. The charge is -1. For the frontier orbital gap (alpha / beta), the calculation gives 5.8 / 4.2 eV.